C31H38N3OPdSi as an isolated structure in a non-equilibrium geometry, computed with ωB97M-V with the def2-TZVPD basis set.

Cartesian coordinates (Å):
C: 1.860 -3.583 0.174
C: -5.002 2.350 -2.749
C: 5.509 -1.222 1.324
C: -1.674 -2.854 2.786
H: 2.100 -5.798 2.749
C: -0.827 4.296 -1.080
C: 2.587 -6.245 0.707
H: 4.210 -2.841 0.839
H: -0.745 7.507 0.011
C: -1.519 -2.622 1.272
H: -0.703 -2.774 3.279
H: -3.639 -1.996 2.990
H: 1.679 -0.235 -2.142
H: 1.666 6.989 0.187
H: -2.560 4.075 -4.043
C: -2.987 4.538 -3.144
H: 0.582 -1.292 2.223
H: 2.348 -4.060 -1.854
C: -2.784 1.372 -1.792
H: -1.575 -3.242 -1.708
N: -2.975 3.634 -2.004
H: -2.682 -1.928 4.471
C: -3.624 2.386 -2.192
H: 1.492 -3.475 2.282
H: -1.202 -0.215 3.470
H: 1.472 -1.955 -2.637
C: 2.288 -4.434 -0.843
H: -5.023 2.638 -3.807
C: -1.277 5.581 -0.718
C: -2.632 -1.827 3.382
H: -2.332 5.816 -0.761
C: -1.290 -2.457 -2.420
C: 2.154 -5.419 1.734
C: 0.306 -0.998 1.199
H: 2.477 4.734 -0.466
H: -3.004 -0.475 1.010
H: -3.006 0.306 -1.749
H: 0.432 0.084 1.143
C: 4.317 -1.767 0.888
H: -2.413 5.434 -2.914
H: -5.655 3.039 -2.207
C: 0.548 4.017 -0.983
C: 3.419 0.416 0.578
C: 1.423 4.971 -0.528
H: -0.797 -3.330 0.861
O: -0.524 1.380 -0.903
H: -2.046 -3.867 2.954
H: -4.020 4.820 -3.336
H: -2.882 0.321 3.359
N: -1.683 3.320 -1.535
C: 1.247 -1.207 -1.879
C: -0.383 6.527 -0.272
H: -2.491 -2.799 0.796
N: -1.100 -1.279 0.907
C: -2.025 -0.307 1.478
C: -2.167 -0.423 3.002
C: -1.553 1.928 -1.385
H: 2.605 1.064 0.286
H: 0.896 3.035 -1.258
C: 3.237 -0.967 0.518
H: -5.409 1.345 -2.668
H: 2.880 -7.265 0.915
C: 5.661 0.155 1.392
H: 4.722 2.047 1.052
Pd: -0.744 -0.752 -1.645
C: 4.608 0.972 1.009
Si: 1.578 -1.714 -0.099
H: -1.689 0.698 1.209
C: 2.649 -5.743 -0.586
H: -1.003 -2.887 -3.383
H: 6.327 -1.871 1.612
H: 2.991 -6.383 -1.390
H: 6.592 0.584 1.736
C: 1.804 -4.112 1.466
C: 0.974 6.241 -0.170

The value obtained for the HOMO-LUMO gap (alpha / beta) is 0.1398 / 0.1396 Eh. As for the net charge: -1. For the energy relative to the best compared isomer or geometry (same formula, charge and spin), the calculation gives 9.9 kcal per mole.



C31H38N4O3PtS2Se as an isolated structure in a non-equilibrium geometry, computed with ωB97M-V with the def2-TZVPD basis set.

Cartesian coordinates (Å):
O: -1.519 0.711 2.859
H: 2.544 1.648 -2.655
C: -2.885 0.410 -4.801
H: 4.466 2.423 4.553
C: -6.706 2.446 2.155
C: 1.671 1.173 -3.118
C: -6.923 1.164 2.652
O: -0.252 1.891 4.250
C: -2.190 0.767 -3.659
C: 2.108 -3.756 -3.689
C: 2.878 1.979 2.304
C: -1.272 1.809 -3.699
C: -1.053 2.485 -4.892
H: -3.605 -0.392 -4.765
N: 3.502 1.171 3.163
H: -1.579 2.660 -6.952
N: 2.278 -0.975 -2.211
N: -0.824 -1.949 2.743
H: -2.376 0.255 -2.726
C: 3.250 -2.057 -2.224
N: 0.551 1.209 -2.201
C: 3.465 3.352 2.131
H: -0.224 -2.771 2.769
H: 2.758 -4.007 -0.383
C: -0.494 2.181 -2.458
C: -0.742 0.845 3.879
H: 5.036 0.755 4.496
H: -3.211 0.815 -6.877
H: 3.676 -0.912 2.944
H: -0.928 -0.244 5.713
H: 3.603 3.835 3.095
H: -5.268 3.973 1.752
H: 3.960 -1.871 -3.032
H: -7.922 0.759 2.673
C: 1.454 -4.962 -3.875
H: 2.788 -0.378 -4.137
S: -0.883 0.148 -0.256
Se: -2.619 2.924 2.557
C: 3.046 -0.170 3.442
C: 1.723 -5.469 -1.548
H: 1.403 1.717 -4.024
O: 1.888 1.646 1.623
C: -0.565 -0.460 4.706
C: 0.484 0.300 -1.238
H: 2.805 3.964 1.522
H: -0.367 3.317 -4.929
C: 1.252 -5.815 -2.803
C: -2.664 1.088 -5.989
H: 2.002 -0.296 3.083
H: 1.592 -6.142 -0.714
S: 1.914 -1.442 0.338
H: 3.072 -0.345 4.518
C: 4.685 1.586 3.890
H: 1.063 -0.732 -3.904
C: -1.335 -1.626 4.088
Pt: 0.372 -0.142 1.816
H: -1.151 2.216 -1.586
H: -2.382 -1.338 4.003
C: 2.375 -4.263 -1.359
C: -4.582 0.924 3.102
H: 0.751 -6.758 -2.950
C: 2.568 -3.395 -2.427
C: 1.954 -0.285 -3.444
H: 0.495 -0.703 4.802
H: 1.109 -5.237 -4.861
H: 3.790 -2.054 -1.272
C: -5.858 0.407 3.130
H: 2.283 -3.110 -4.538
H: -6.037 -0.582 3.527
H: -7.536 3.028 1.780
C: -1.749 2.125 -6.032
C: 1.578 -0.683 -1.123
H: -1.593 -2.152 2.106
H: -0.022 3.157 -2.596
H: -1.271 -2.500 4.743
C: -4.351 2.213 2.603
H: 5.481 1.871 3.203
H: -3.743 0.352 3.460
C: -5.434 2.977 2.135
H: 4.439 3.298 1.642

The value obtained for the HOMO-LUMO gap (alpha / beta) is 0.1836 / 0.1864 Eh. As for the net charge: +2. For the energy relative to the best compared isomer or geometry (same formula, charge and spin), the calculation gives 83.8 kcal per mole.



C31H38NPPtSi as an isolated structure in a non-equilibrium geometry, computed with ωB97M-V with the def2-TZVPD basis set.

Cartesian coordinates (Å):
H: 0.543 2.896 2.751
H: -0.822 -0.072 -2.051
C: -2.288 2.024 -1.412
H: 3.450 -1.758 1.734
Pt: 0.636 -0.682 -0.871
H: -2.981 2.258 5.137
H: 1.351 3.480 -1.321
C: 1.631 2.253 0.432
Si: -0.029 1.345 0.217
H: 5.215 3.746 0.560
H: -3.848 0.671 3.426
H: 2.193 1.174 2.236
H: -2.501 0.147 1.408
H: -0.801 -3.239 -4.346
C: -2.105 0.844 2.148
C: -2.391 -3.549 0.442
C: 2.034 3.194 -0.523
C: -1.922 -4.103 1.627
C: -1.043 3.913 -0.579
C: -0.725 -3.621 2.136
H: -1.785 5.857 -1.120
C: -0.403 2.373 2.902
H: -2.852 -1.203 -4.448
C: -1.152 2.658 4.048
C: -0.232 -2.858 -3.481
H: -2.497 0.948 -1.431
H: 4.504 2.043 2.247
H: -3.990 2.495 -2.681
H: -3.320 -3.904 0.008
C: 3.825 -2.133 -0.842
C: 2.070 -3.738 -0.402
H: -0.764 3.367 4.783
C: 3.318 3.748 -0.453
C: -1.676 -2.555 -0.256
P: -1.068 -1.411 -2.766
H: 1.194 -1.593 2.910
H: -1.360 -0.316 -4.881
C: -2.871 1.141 3.286
C: -3.161 2.905 -2.091
H: -0.130 -3.694 -2.772
C: 0.034 -2.648 1.462
C: 2.513 1.884 1.470
H: 2.149 -0.151 -0.544
H: 1.321 -4.090 0.308
H: 2.940 -4.421 -0.400
C: 2.465 -1.761 1.223
H: -2.452 -4.912 2.131
C: -2.390 2.038 4.242
H: 0.773 -2.601 -3.839
H: -2.883 -2.767 -2.056
C: -2.033 -0.582 -4.062
H: 4.323 -3.108 -1.004
H: -0.336 -4.025 3.068
C: -0.434 -2.103 0.241
H: -2.460 0.338 -3.662
C: -1.181 2.523 -0.718
C: -2.978 4.283 -1.992
C: -0.860 1.458 1.940
C: -1.924 4.786 -1.213
C: -2.282 -2.014 -1.534
C: 3.813 2.401 1.488
H: 1.713 -3.205 2.648
H: 1.635 -3.837 -1.405
H: -2.946 -1.156 -1.346
N: 2.482 -2.317 -0.198
C: 4.209 3.342 0.535
H: 3.609 4.484 -1.203
H: -0.245 4.322 0.040
H: 3.726 -1.689 -1.826
H: 4.479 -1.487 -0.229
C: 1.351 -2.321 2.107
H: 2.276 -0.676 1.141
H: -3.657 4.962 -2.520

The spin multiplicity is 5. The value obtained for the HOMO-LUMO gap (alpha / beta) is 0.2321 / 0.1239 Eh. As for the net charge: +2.



C31H39AsF9MnN5O3S3Si2 as an isolated structure, computed with ωB97M-V with the def2-TZVPD basis set.

Cartesian coordinates (Å):
H: 2.467 -2.639 -0.673
C: -1.113 4.438 2.369
H: 3.544 -4.069 3.228
H: -2.118 2.723 -0.854
Mn: -0.025 0.775 0.472
H: -2.604 7.844 3.217
C: -3.059 -3.481 0.799
C: -1.850 3.224 0.060
C: 1.471 -1.657 0.943
H: 1.946 -2.458 4.216
C: -2.762 6.276 1.996
F: 2.280 3.506 3.184
F: 4.428 3.483 0.023
H: -4.662 1.101 -2.710
F: 4.219 0.547 -0.075
C: 0.852 -2.124 -3.141
N: -0.851 2.652 0.785
H: 1.415 -7.024 -1.443
H: -1.455 -1.063 -4.770
H: -3.335 -4.535 0.810
C: -2.143 5.064 1.609
O: 1.861 1.398 1.380
H: -3.289 1.977 -5.006
H: 3.565 -0.750 -3.185
C: 0.847 -6.309 -0.859
H: 3.057 -0.308 -1.542
F: 2.623 2.665 -0.844
F: 3.438 1.789 3.786
N: -1.324 0.717 3.243
S: -2.915 0.014 1.168
H: 0.549 -4.966 -2.514
F: 4.410 3.481 2.826
H: -1.247 6.865 3.236
Si: 1.172 -0.258 -3.154
C: 3.291 2.707 2.810
H: -3.269 4.774 -0.222
C: -3.852 0.688 -2.099
C: 4.204 0.972 1.203
O: -1.640 -3.915 2.967
F: 2.487 4.229 0.639
H: -4.194 1.812 2.700
C: 0.626 -6.532 0.492
S: -1.474 -3.278 1.628
S: -4.078 7.003 1.213
H: 0.159 0.150 -5.448
C: -0.352 -4.229 -0.719
H: -0.681 -3.297 -1.167
H: 1.028 -7.419 0.968
C: 2.974 -3.401 2.594
H: -3.212 -0.854 -4.754
H: -3.080 2.231 3.903
H: -4.121 -0.333 -1.820
C: 2.946 -0.063 -2.596
H: -2.492 3.070 -3.855
H: -3.799 1.253 -1.171
H: 3.792 -4.151 0.749
H: 1.316 -2.561 -2.254
H: 0.224 2.787 2.525
C: -0.590 -4.478 0.626
F: 5.450 1.452 1.464
Si: -2.270 0.702 -3.117
N: -0.380 0.065 2.457
C: 2.086 -2.497 3.141
F: 4.041 -0.105 1.980
C: 1.340 -1.615 2.354
C: 2.375 -2.598 0.405
N: -3.460 1.503 3.314
C: 0.376 -0.774 3.041
H: -3.761 -2.865 1.358
H: -1.520 2.164 -5.007
O: 0.784 -0.920 0.100
H: 1.307 1.410 -5.004
C: 3.111 -3.442 1.208
C: -2.491 4.373 0.413
C: 1.118 0.335 -4.958
C: 3.152 3.110 0.297
N: -2.254 6.903 3.148
C: -0.528 3.279 1.936
As: -0.261 1.142 -1.983
H: 0.241 -0.929 4.111
H: -0.202 -2.401 -3.142
C: 0.356 -5.157 -1.464
C: -2.407 2.110 -4.370
C: -2.490 0.772 2.660
H: -0.285 -5.748 2.300
H: -2.417 -1.774 -3.471
H: 1.896 -0.177 -5.535
H: -2.983 -3.093 -0.218
C: 3.038 2.015 1.416
C: -2.317 -0.903 -4.123
H: -0.793 4.829 3.326
H: 1.325 -2.566 -4.027
C: -0.099 -5.614 1.242
H: 3.316 0.954 -2.743

The spin multiplicity is 6. The value obtained for the HOMO-LUMO gap (alpha / beta) is 0.1612 / 0.2456 Eh. As for the net charge: -2.



C31H39Br27F3NO7S as an isolated structure in a non-equilibrium geometry, computed with ωB97M-V with the def2-TZVPD basis set.

Cartesian coordinates (Å):
C: -3.401 -3.468 1.999
O: -2.821 -2.530 -1.717
C: -1.210 -6.909 1.582
H: -0.447 1.868 4.451
F: -6.599 -2.931 2.127
H: 4.652 -0.110 -1.853
H: -3.418 3.564 0.561
C: -0.263 3.956 -2.430
H: -0.644 4.516 -3.388
C: -1.734 10.186 -1.340
Br: 6.894 -5.199 -1.045
H: 3.684 1.927 -2.905
Br: 3.806 -4.702 -0.270
H: -2.699 6.171 1.215
F: -6.540 -5.412 2.144
H: 2.818 -0.473 -1.420
Br: 0.558 -9.828 -1.632
C: -3.062 -2.543 -0.401
H: -1.787 6.643 -1.007
Br: 2.658 1.102 -5.602
Br: -4.734 -0.322 -0.306
Br: 4.114 3.774 -6.663
H: -1.055 3.110 -2.202
Br: -1.066 -7.722 -3.452
H: 5.533 -0.158 2.551
H: 3.088 -2.472 3.157
H: 6.443 -1.186 1.241
C: -2.666 -1.293 0.589
O: -5.720 -3.287 -1.194
H: 0.327 4.487 -0.277
C: -5.414 0.764 -1.769
O: -2.450 2.716 4.620
C: -1.918 5.332 0.894
Br: 8.733 0.919 -5.648
H: -2.653 -1.374 4.473
H: 0.534 5.990 -1.471
N: -3.655 -3.598 0.513
H: -1.425 10.897 -0.567
Br: -3.995 1.323 -2.976
C: 1.723 2.182 -1.682
Br: 0.561 -6.518 0.878
C: -2.334 -6.216 7.687
C: 3.702 0.298 -1.256
Br: -1.982 11.202 -2.980
C: 6.866 0.447 -5.920
Br: -1.147 -7.411 3.460
C: -1.309 2.736 1.251
Br: 4.114 -0.584 4.426
H: 1.418 2.583 -0.610
H: -1.168 4.010 4.044
C: -1.978 0.601 3.135
H: 3.088 1.886 -7.931
C: -1.592 1.532 4.440
O: -1.623 3.715 4.904
Br: -2.454 -5.447 1.265
C: 2.768 -1.940 4.059
S: -5.213 -4.192 -0.007
C: -2.157 0.238 0.269
H: 7.213 0.409 1.893
O: 5.541 0.700 0.487
Br: -0.906 -7.526 7.518
C: 3.329 1.819 -1.795
O: -5.133 -5.638 -0.591
Br: 2.014 -7.157 -2.693
Br: 6.487 0.037 -7.783
Br: 1.034 3.208 -7.422
H: 1.129 2.678 -3.828
Br: -3.394 9.373 -0.734
Br: -2.582 -5.200 6.047
H: -3.000 3.935 2.374
C: -1.814 1.192 1.585
H: -2.041 0.620 -0.833
C: 6.196 -0.075 1.572
Br: -0.306 8.876 -1.509
Br: 2.658 -3.256 5.487
H: -5.833 1.673 -1.325
H: 0.988 -9.045 -3.962
Br: 6.302 -0.989 -4.734
H: -1.718 0.844 5.403
H: -0.927 5.508 1.521
H: -0.929 2.733 0.122
C: -6.555 -4.159 1.300
Br: 5.218 -2.873 -2.516
H: 3.479 1.200 0.885
H: -2.025 -5.505 8.460
C: 4.110 0.336 0.364
C: 1.210 3.281 -2.811
C: -0.133 5.066 -1.202
H: -0.388 3.072 1.924
H: 3.892 -0.704 0.885
F: -7.868 -4.213 0.557
Br: -6.863 -0.123 -2.717
H: 5.775 -3.178 -0.102
C: 2.768 2.418 -7.030
H: -1.589 -7.776 1.032
H: 2.032 4.103 -2.960
H: 3.932 2.598 -1.120
C: 5.466 -3.889 -0.876
C: 0.668 -8.512 -3.060
C: -2.537 -0.949 3.389
Br: 1.034 -1.150 3.667
Br: -3.994 -7.029 8.293
O: -3.502 -4.356 3.000
H: 6.272 1.329 -5.659
C: -2.882 -1.903 2.097
H: -2.489 4.840 -1.294
C: -2.543 3.836 1.296
H: 1.128 1.171 -1.881
C: -1.673 5.495 -0.732

The value obtained for the HOMO-LUMO gap is 0.2378 Eh. As for the net charge: 0.



Calculated values (Ha) of DFT total energy for the records, taken in order: -1860.8503, -4965.3499, -2008.1554, -7763.5537, -71981.1265.